Entry 1:
75
Properties=species:S:1:pos:R:3:mulliken_charge:R:1 method="wB97M-V/def2-TZVPD" homo_lumo_gap_ev=9.30 e_above_lowest_ev=0.558 lumo_energy_ev=0.2 e_tot_ha=-5624.21636 multiplicity=1 max_force_ev_per_a=2.01
Mg -1.334 -0.033 -0.027 1.94
F 4.410 -0.607 -1.332 -0.38
C 3.608 0.459 -1.490 0.75
C 2.246 0.245 -1.551 -0.73
C 1.431 1.344 -1.719 0.58
F 0.102 1.150 -1.822 -0.54
C 1.944 2.633 -1.794 0.03
F 1.144 3.693 -1.913 -0.31
C 3.322 2.816 -1.730 0.49
F 3.838 4.041 -1.811 -0.31
C 4.169 1.721 -1.593 0.20
F 5.493 1.885 -1.536 -0.30
Ge 1.617 -1.649 -1.276 1.62
S -0.410 -2.152 -1.345 -0.83
C 2.584 -1.739 0.520 0.07
C 3.754 -2.407 0.825 0.55
F 4.309 -3.217 -0.074 -0.28
C 4.403 -2.224 2.043 0.18
F 5.558 -2.844 2.281 -0.31
C 3.853 -1.386 3.007 0.61
F 4.466 -1.209 4.177 -0.30
C 2.668 -0.713 2.730 -0.19
F 2.105 0.092 3.636 -0.31
C 2.087 -0.884 1.484 -0.34
F 0.985 -0.149 1.174 -0.08
C 2.654 -2.682 -2.619 -0.38
C 2.866 -4.027 -2.396 0.26
F 2.378 -4.541 -1.258 -0.30
C 3.547 -4.832 -3.296 0.06
F 3.759 -6.125 -3.044 -0.30
C 4.000 -4.272 -4.488 0.49
F 4.666 -5.016 -5.372 -0.29
C 3.752 -2.928 -4.755 0.06
F 4.150 -2.391 -5.911 -0.29
C 3.083 -2.154 -3.817 0.33
F 2.842 -0.857 -4.080 -0.29
C -3.199 0.437 4.840 -1.38
C -2.487 -0.403 3.845 0.93
C -1.972 -1.685 3.912 -1.38
C -1.458 -1.951 2.633 0.49
N -1.656 -0.901 1.852 -0.19
N -2.273 0.018 2.589 0.29
C -0.803 -3.183 2.123 -0.97
H -2.956 0.117 5.848 0.38
H -4.276 0.335 4.700 0.25
H -2.929 1.485 4.720 0.35
H -1.961 -2.345 4.758 0.48
H -2.452 0.921 2.159 -0.24
H -0.347 -3.739 2.936 0.36
H -0.049 -2.929 1.379 0.05
H -1.538 -3.828 1.640 0.21
C -2.150 4.753 -1.716 -1.32
C -2.308 4.480 -0.213 2.34
C -3.743 4.812 0.214 -1.70
C -1.298 5.324 0.570 -1.55
C -2.028 3.065 0.033 0.18
C -1.754 1.912 0.270 -1.89
H -2.355 5.800 -1.934 0.41
H -2.843 4.141 -2.292 0.37
H -1.138 4.522 -2.033 0.14
H -3.969 5.855 -0.004 0.41
H -3.885 4.640 1.279 0.37
H -4.449 4.189 -0.333 0.35
H -1.455 6.379 0.357 0.43
H -0.286 5.052 0.282 0.22
H -1.400 5.160 1.641 0.38
N -3.518 -1.939 -0.642 0.25
C -4.826 -2.217 -0.740 -0.13
C -5.490 -1.010 -0.688 -0.90
C -4.478 -0.052 -0.564 -0.29
N -3.298 -0.639 -0.544 -0.16
H -2.724 -2.563 -0.676 0.00
H -5.201 -3.219 -0.822 0.47
H -6.546 -0.841 -0.726 0.40
H -4.555 1.015 -0.480 0.48

=====

Entry 2:
19
Properties=species:S:1:pos:R:3:mulliken_charge:R:1 method="wB97M-V/def2-TZVPD" homo_lumo_gap_ev="11.94 / 3.88" e_above_lowest_ev=0.593 lumo_energy_ev="-3.0 / -10.8" total_charge=+1 e_tot_ha=-198.46518 multiplicity=2 max_force_ev_per_a=2.55
C -1.283 -1.009 0.456 -0.11
C -0.122 -1.891 -0.226 -0.78
C -2.166 -1.848 1.333 -1.03
H -1.918 -0.585 -0.332 0.34
H -0.682 -0.180 0.896 0.39
H 0.260 -1.168 -0.961 0.34
H 0.639 -2.058 0.536 0.36
H -2.840 -1.145 1.898 0.35
H -0.474 -2.854 -0.604 0.38
H -1.630 -2.508 2.010 0.38
H -2.868 -2.401 0.715 0.38
C 1.759 1.472 -0.686 -0.48
C 1.538 2.990 -0.666 -0.85
H 2.664 1.167 -0.170 0.39
H 0.810 0.918 -0.394 -0.25
H 1.867 1.129 -1.738 0.34
H 0.509 3.279 -0.456 0.33
H 1.748 3.264 -1.698 0.24
H 2.188 3.425 0.086 0.27

=====

Entry 3:
16
Properties=species:S:1:pos:R:3:mulliken_charge:R:1 method="wB97M-V/def2-TZVPD" homo_lumo_gap_ev=10.40 e_above_lowest_ev=2.928 smiles="CC(=O)[C@@H]1CN1C" lumo_energy_ev=1.0 e_tot_ha=-325.82994 multiplicity=1 max_force_ev_per_a=2.42
C 1.222 -0.040 -1.880 -0.84
N 0.635 0.221 -0.592 -0.23
C 1.099 -0.647 0.544 -0.72
C -0.270 -0.732 -0.019 0.21
C -1.508 -0.277 0.717 0.28
O -2.505 -0.968 0.712 -0.54
C -1.422 1.062 1.447 -1.05
H 2.193 0.471 -1.945 0.28
H 0.570 0.357 -2.661 0.29
H 1.380 -1.115 -2.038 0.33
H 1.803 -1.462 0.306 0.29
H 1.369 0.257 1.065 0.40
H -0.453 -1.613 -0.631 0.36
H -2.192 1.800 1.247 0.34
H -1.371 1.042 2.534 0.28
H -0.550 1.645 1.193 0.32